1.
Here is a structure of composition C31H94N20O13 from the Open Molecules 2025 dataset. Energies are from ωB97M-V with the def2-TZVPD basis set.

XYZ file:
```
158
Properties=species:S:1:pos:R:3:forces:R:3:mulliken_charge:R:1
C 0.4432 4.7967 -4.5244 -0.2 0.4 -1.8 -1.6401
C 0.1879 4.5103 -3.0887 -2.6 1.4 1.1 0.0338
C -1.0756 3.6387 -2.7416 -0.9 1.4 -1.0 -0.8993
O -1.3666 3.5601 -1.3574 0.5 0.0 0.2 -0.2330
C -2.3854 2.6188 -1.0159 1.3 1.0 -1.7 -1.0902
N 1.3535 3.8838 -2.5882 3.0 11.3 7.5 -0.0133
H 0.2159 3.9579 -5.1824 -0.4 0.2 -0.1 0.3322
H 1.4922 5.0002 -4.7394 0.2 -0.1 0.5 0.3940
H -0.0396 5.7117 -4.8675 -0.5 -0.3 -0.1 0.4509
H -0.0615 5.4669 -2.6295 0.3 0.2 0.4 0.5101
H -0.9844 2.6874 -3.2659 -0.5 -0.1 0.4 0.5952
H -1.9246 4.2157 -3.1081 -0.1 -0.1 -0.9 0.5118
H -1.9502 1.6392 -0.8182 0.9 1.2 -1.7 -0.1718
H -3.1315 2.5145 -1.8036 -0.2 0.1 -0.1 0.4537
H -2.8914 2.9265 -0.1008 0.2 0.5 -0.2 0.4143
H 2.0418 4.6187 -2.5102 0.7 -0.2 0.2 0.3773
H 1.1279 3.5714 -1.6546 0.4 0.4 1.3 -0.3408
C -5.4555 -2.3436 -2.4271 0.7 -0.9 -0.8 -1.2849
C -6.5456 -1.3400 -2.1604 1.5 0.6 0.9 0.7730
C -5.8716 -0.1268 -1.4134 -2.1 0.5 -0.2 -0.6926
O -5.4293 -0.3064 -0.0935 -0.8 -1.5 -1.0 -0.4063
C -5.2751 0.8687 0.6524 -5.2 0.0 -5.5 -1.4085
N -7.0357 -0.8070 -3.4141 -0.3 0.3 -1.0 -0.7577
H -5.7961 -3.1923 -3.0203 -0.3 -0.2 0.0 0.4473
H -4.9134 -2.7590 -1.5776 -0.6 0.3 0.3 -0.0042
H -4.6678 -1.9136 -3.0457 0.0 0.4 -0.1 0.3721
H -7.3465 -1.8094 -1.5892 0.0 0.2 0.5 0.2782
H -6.6573 0.6282 -1.3837 -0.4 0.4 0.1 0.3005
H -5.1450 0.3675 -2.0582 0.7 -0.4 -0.2 0.1719
H -4.5516 1.5247 0.1684 -0.4 0.3 -0.2 0.5939
H -4.9120 0.6897 1.6645 -5.1 -1.3 -3.6 0.5367
H -6.2263 1.3958 0.7258 -0.6 0.4 -0.5 0.4202
H -7.7793 -0.1278 -3.3371 0.1 0.3 0.6 0.2278
H -7.4721 -1.5011 -4.0040 0.4 -0.5 0.0 0.2462
C 2.1603 -1.1119 0.2971 -13.2 -1.9 -2.2 0.4265
C 0.6952 -1.1691 -0.2204 -1.4 -1.1 -0.2 -0.6635
C -0.3777 -0.3573 0.4392 2.7 1.5 -1.5 -0.1833
O -1.6766 -0.6000 -0.1956 1.0 15.3 2.2 -0.8534
C -2.7028 0.2785 0.2886 -1.1 -2.1 0.5 0.1960
N 0.6076 -1.0396 -1.7350 -13.6 0.0 10.2 -0.7175
H 2.6625 -0.1753 0.0548 -5.9 1.4 -3.2 0.1153
H 2.6343 -2.0078 -0.1036 -3.3 -0.5 0.7 0.7583
H 2.3368 -1.2780 1.3598 -3.1 -0.8 0.2 -0.4161
H 0.3645 -2.1879 -0.0184 3.1 5.8 -0.1 -1.0934
H 0.1062 0.6011 0.2513 -1.8 0.0 -0.8 -0.0187
H -0.4195 -0.4181 1.5267 0.2 -1.1 -2.5 0.1959
H -3.6308 -0.0380 -0.1874 0.9 -0.8 -0.2 0.4413
H -2.6835 1.3551 0.1193 0.2 -2.6 1.3 0.1518
H -2.8027 0.0808 1.3558 1.0 -0.8 -3.4 -1.2791
H 1.0847 -0.1549 -1.8342 -0.1 -0.5 1.5 0.9668
H -0.3789 -0.8551 -1.8485 -0.7 -0.1 0.0 0.8274
C 0.0536 -3.4870 0.6967 1.5 -4.5 -0.5 -0.3998
C -0.1188 -5.0453 0.4276 0.7 1.6 0.7 -0.8096
C 0.1166 -5.9650 1.7170 -0.9 -0.4 -2.6 -0.9478
O -0.3427 -7.3222 1.5155 -1.9 0.8 1.3 -0.4907
C 0.1877 -8.1365 0.5363 1.3 0.5 -0.6 -0.6934
N -1.4583 -5.1173 -0.1165 1.0 -2.4 1.8 -0.1793
H 0.0100 -2.9149 -0.2300 -2.3 -6.1 -0.7 0.5810
H 1.0442 -3.2168 1.0624 0.0 -0.7 -0.2 1.5809
H -0.6696 -3.0593 1.3911 -0.9 -0.6 -1.6 0.0125
H 0.4898 -5.3637 -0.4188 1.2 0.2 0.5 0.7220
H -0.5131 -5.5514 2.5048 0.2 -0.3 0.2 0.4541
H 1.1703 -6.0834 1.9695 0.2 0.7 0.1 0.3695
H 1.1750 -7.7272 0.3223 0.6 -0.6 -0.2 0.3235
H -0.3235 -8.1512 -0.4263 -0.5 0.3 -0.1 0.2430
H 0.2138 -9.1705 0.8804 0.2 0.1 0.2 0.2749
H -1.6057 -6.1161 -0.0884 -0.9 -0.3 -0.7 0.2557
H -1.4719 -4.7577 -1.0602 0.4 -0.5 0.1 0.2476
C 7.4524 1.5912 -2.3200 -0.1 -0.3 -0.1 -1.5390
C 6.1053 1.6337 -1.5897 -0.3 1.3 0.8 0.9256
C 5.7862 0.3975 -0.7410 -1.4 -0.5 0.0 -0.9850
O 4.3779 0.4102 -0.2276 2.1 0.7 -1.0 0.0653
C 3.8907 -0.8445 0.2747 14.6 -0.4 0.0 -2.2481
N 6.0697 2.8276 -0.7176 0.3 0.3 0.4 -0.7664
H 7.4839 0.8024 -3.0717 0.0 -0.3 0.2 0.3474
H 8.2810 1.4713 -1.6221 0.0 -0.2 0.1 0.3077
H 7.6833 2.4920 -2.8887 -0.4 0.3 0.3 0.4158
H 5.3258 1.9461 -2.2847 -0.2 -1.1 -0.4 0.0480
H 6.4337 0.3546 0.1347 0.2 0.2 0.1 0.2809
H 6.0086 -0.5173 -1.2903 -0.5 -0.3 -0.2 0.3743
H 4.7049 -1.4546 0.6658 1.5 0.1 1.0 0.4851
H 3.5854 -1.5163 -0.5275 3.7 2.0 -0.9 1.1765
H 3.1307 -0.5468 0.9972 7.0 0.0 2.7 0.2190
H 5.2135 2.8045 -0.1822 -0.5 0.0 -0.2 0.1903
H 6.7610 2.7302 0.0122 0.6 0.0 0.1 0.3361
C -0.1700 2.1967 1.5637 4.6 0.3 -3.3 1.1834
C 0.3514 3.5623 1.8490 -0.8 -0.9 0.2 -1.0493
C 1.5702 3.4693 2.7720 -0.9 1.9 1.1 -1.2711
O 1.5587 4.7218 3.4800 0.1 0.0 0.2 -0.4356
C 2.7562 5.1111 4.1371 -0.1 0.4 -0.6 -0.6971
N 0.4507 4.3548 0.6234 1.4 0.6 0.2 -0.3350
H 0.5836 1.5793 1.0748 -0.5 1.9 0.4 -0.3511
H -0.9364 2.2702 0.7921 1.2 0.2 -0.4 -0.0048
H -0.6705 1.6888 2.3880 5.3 1.4 -0.6 1.6128
H -0.5131 3.9943 2.3531 0.4 0.7 1.4 0.8043
H 2.5651 3.2286 2.3974 -0.7 1.2 -1.0 0.3152
H 1.4908 2.6984 3.5384 -0.9 -0.1 -0.1 0.7125
H 2.5875 5.5642 5.1140 -0.5 -0.3 0.1 0.2778
H 3.1516 5.9232 3.5271 0.7 -0.1 0.0 0.2834
H 3.4610 4.2884 4.2580 0.1 0.0 -0.1 0.2363
H 0.9509 5.1892 0.8952 0.6 0.3 0.0 0.4046
H -0.4491 4.7717 0.4318 -0.4 -0.5 -0.4 0.2225
C -2.7294 -2.8783 0.1501 0.6 0.2 1.3 -1.4389
O -2.8201 -2.5966 1.3395 -0.4 0.4 1.8 -0.6550
N -3.3350 -3.8289 -0.4352 -6.0 -2.7 -1.9 0.0777
N -1.8609 -2.3478 -0.6248 0.7 -7.0 -4.5 0.9523
H -3.1064 -3.9671 -1.4092 -0.9 -0.6 0.6 0.3403
H -3.9647 -4.4024 0.1077 0.2 -0.1 -0.6 0.2684
H -1.3359 -1.6816 -0.0766 0.5 -3.7 -0.8 -1.5537
H -1.6898 -2.7302 -1.5438 0.3 0.2 0.2 0.6015
C -3.4256 1.8682 2.2205 3.6 2.7 1.1 -0.2897
O -4.0817 0.8820 2.2703 -0.1 4.4 8.1 -0.4296
N -3.9960 3.0186 2.1236 -2.1 4.3 -0.1 -0.0878
N -2.1143 1.8004 2.1631 -8.9 6.1 1.3 -0.1966
H -4.9937 3.0979 2.2587 0.2 0.1 -0.2 0.3209
H -3.4601 3.8318 1.8559 -0.3 -0.1 0.3 0.1857
H -1.7175 0.9001 2.3916 -0.1 1.0 -1.3 0.6032
H -1.5728 2.6529 2.1504 -2.9 0.2 0.8 0.0500
C 2.2487 -2.4654 -3.4993 -2.3 -0.6 3.1 -0.0190
O 1.4841 -3.4307 -3.3881 -0.3 -1.1 -0.8 -0.7822
N 3.1819 -2.3045 -4.3378 4.0 -2.1 -6.1 -0.4496
N 2.1862 -1.4822 -2.6992 10.7 0.2 -1.5 -0.1299
H 3.3289 -3.2251 -4.7264 1.1 0.4 -1.0 0.2876
H 3.8821 -1.5781 -4.2917 -0.2 -0.7 0.0 0.2022
H 2.8366 -0.7133 -2.7756 0.2 -0.3 -0.1 0.0144
H 1.4550 -1.5712 -2.0082 1.6 -3.4 -0.1 0.9131
C 1.5551 -2.3215 3.4820 2.3 1.9 -1.2 -0.1381
O 2.6620 -2.6618 3.8471 1.9 -0.7 1.3 -0.8231
N 1.2431 -1.0807 3.1505 -4.4 -3.6 -2.4 -0.1331
N 0.6558 -3.1529 3.0884 -2.8 -4.2 1.5 -0.1550
H 1.8367 -0.2736 3.2789 -2.1 -3.5 0.3 1.3455
H 0.2749 -0.9591 2.8900 1.5 -0.3 0.1 -1.1739
H 0.9415 -4.1215 3.1071 -0.2 0.2 0.1 0.3855
H -0.1043 -2.9164 2.4668 0.9 0.1 1.8 0.1276
C 1.0122 1.0518 -2.9454 0.8 2.6 -3.9 -0.2445
O 1.4221 0.9744 -1.7929 1.8 4.2 2.2 -0.3950
N 0.6919 0.0784 -3.7410 -1.9 -2.4 -1.6 -0.1164
N 1.0648 2.1814 -3.5692 -1.2 -4.9 -5.5 -0.1324
H 0.6470 -0.7699 -3.1947 -0.7 -0.7 -2.5 -0.2552
H 0.2839 0.2437 -4.6500 0.1 -0.1 0.5 0.3515
H 0.7562 2.2134 -4.5303 -0.1 -0.3 0.1 0.2832
H 0.9496 2.9770 -2.9577 0.6 -3.6 -2.4 -0.2069
C 2.7198 0.9503 3.1595 1.8 3.5 -2.0 -1.7657
O 2.2776 0.4026 4.0893 1.8 2.3 8.9 -0.6228
N 3.6808 1.7968 3.2688 4.8 2.1 1.6 -0.1590
N 2.2163 0.9565 1.9697 0.0 -0.2 -3.1 0.6850
H 4.0366 2.3594 2.5092 0.5 -0.5 0.5 0.2158
H 4.1057 1.7617 4.1844 0.5 0.4 -0.4 0.3319
H 2.7126 1.6202 1.3925 -0.9 -0.6 -1.0 0.4610
H 1.3256 0.5344 1.7495 0.9 0.1 0.1 0.5184
C -1.6884 -0.4763 3.3153 -5.4 -4.7 3.5 -0.0736
O -0.8806 0.1860 2.7320 3.7 -1.0 2.4 0.0611
N -1.3071 -1.2299 4.2906 1.1 -1.8 3.2 -0.0724
N -2.9876 -0.5934 3.0784 3.9 -3.8 2.9 0.2266
H -0.3799 -1.0801 4.6619 -0.2 -0.5 0.4 0.4462
H -2.0548 -1.7644 4.7095 1.0 -0.2 0.5 0.2408
H -3.4380 -0.0259 2.3746 0.0 -2.3 0.8 0.1975
H -3.5716 -1.2054 3.6302 0.4 0.0 -0.1 0.3646
```
Positions in Å, forces in eV/Å.

Calculated values
ΔE to the lowest compared entry with this formula, charge and spin = 1469.2 kcal per mole
Strongest force on any atom = 0.331 hartree/bohr
Charge = 0

=====

2.
Here is the ion C8H14F3N2O5P2S with charge +1 from the Open Molecules 2025 dataset. Energies are from ωB97M-V with the def2-TZVPD basis set.

XYZ file:
```
35
Properties=species:S:1:pos:R:3:forces:R:3:mulliken_charge:R:1
C -2.2740 -0.1294 -1.1710 0.1 -0.2 0.0 -1.4080
C -2.2295 -1.4666 -0.4233 0.4 0.1 -0.2 0.7290
C -1.5467 -2.5106 -1.3130 0.1 0.3 0.0 -1.2575
C -1.5199 -1.3485 0.9584 -0.7 -0.1 -0.1 -1.0419
N -0.6447 -0.1701 1.1013 0.2 -0.5 0.0 0.1284
C -1.1190 0.9843 1.5226 -0.3 0.3 -0.1 -0.2689
N -0.1601 1.8849 1.4623 0.2 0.5 0.2 0.1649
C 1.0110 1.3178 1.0218 -0.1 0.2 0.5 -0.3467
P 2.5441 2.2759 0.8014 1.0 -0.4 -0.2 -0.1957
P 1.6303 3.2628 -0.9181 -0.4 0.4 0.2 0.8559
O 0.3571 3.9346 -0.5945 0.1 -0.1 -0.1 -0.6150
O 1.4416 2.0581 -1.9518 0.0 0.1 0.1 -0.4531
O 2.8162 4.1427 -1.4721 -0.2 -0.1 -0.1 -0.4646
C 0.7044 0.0072 0.8087 -0.2 -0.4 0.0 0.2721
S 1.9378 -1.1558 0.2447 0.7 0.0 -0.2 1.1806
O 3.1608 -0.6608 0.7864 -0.2 0.0 0.0 -0.6273
O 1.7961 -1.3960 -1.1518 -0.4 -0.2 0.2 -0.5490
C 1.6679 -2.7532 1.1908 0.1 -0.2 0.1 0.6884
F 2.8391 -3.3699 1.1630 -0.6 0.2 0.1 -0.1929
F 1.3240 -2.4505 2.4515 0.0 -0.2 -0.5 -0.2159
F 0.7340 -3.5327 0.6388 0.4 0.4 0.3 -0.1809
H -2.8269 0.6495 -0.6431 0.0 0.0 -0.1 0.3402
H -2.7268 -0.2891 -2.1493 -0.2 0.1 0.1 0.5097
H -1.2523 0.2128 -1.3712 -0.1 0.1 0.1 0.1461
H -3.2518 -1.7793 -0.2001 0.0 0.0 -0.1 0.3766
H -0.4800 -2.2879 -1.3932 0.0 -0.1 0.0 0.1897
H -1.6787 -3.5251 -0.9399 0.0 0.0 0.0 0.3499
H -1.9310 -2.4361 -2.3313 -0.2 -0.2 0.1 0.4291
H -0.9549 -2.2369 1.2018 0.1 -0.1 0.0 0.3059
H -2.2810 -1.2369 1.7323 0.2 0.0 0.1 0.4742
H -2.1328 1.1763 1.8375 0.0 -0.1 0.0 0.4943
H -0.2572 2.8696 1.6802 -0.1 0.0 -0.2 0.3358
H 2.2658 3.2725 1.7563 -0.4 0.2 -0.1 0.1220
H 0.4981 1.9526 -2.1453 0.1 0.0 -0.1 0.3591
H 2.5387 4.7335 -2.1907 0.2 0.1 0.1 0.3658
```
Positions in Å, forces in eV/Å.

Calculated values
Strongest force on any atom = 0.022 hartree/bohr
Charge = +1
Structure (SMILES) = CC(C)Cn1c[nH+]c(PP(=O)(O)O)c1S(=O)(=O)C(F)(F)F

=====

Result set for electronic energy: -3308.618293, -2179.276853 hartree, one per record in the order listed.